Entry 1:
DFT (wB97M-V/def2-TZVPD) results for C2H8NS2 in the gas phase at a distorted geometry.

Last column: natural (NBO) charge in e.
Geometry (Å):
C: -1.76 0.26 0.28  -0.318
N: -1.79 0.80 1.55  -0.844
H: -2.66 -0.27 -0.22  0.232
H: -1.68 1.13 -0.47  0.232
H: -1.21 1.60 1.84  0.397
H: -2.19 0.35 2.30  0.377
C: 2.42 -0.24 -1.28  -0.794
S: 1.12 0.37 -0.26  -0.152
S: -0.38 -1.03 -0.08  0.084
H: 2.60 0.32 -2.18  0.225
H: 2.25 -1.16 -1.82  0.217
H: 3.45 -0.42 -0.79  0.220
H: -0.18 -1.71 1.15  0.123

Output
spin multiplicity: 2
net charge: 0
HOMO energy (spin up / spin down): -4.625 / -8.307 eV
electronic energy: -931.97170 Ha
relative energy (zero: lowest compared OMol25 entry of this formula, charge and spin): 239.90 kJ/mol
gap between HOMO and LUMO (spin up / spin down): 5.5237 / 8.9077 eV

***

Entry 2:
DFT (wB97M-V/def2-TZVPD) results for 10 unconnected molecules or ions with the total composition H19O10 at a distorted geometry.

Last column: natural (NBO) charge in e.
Geometry (Å):
O: -2.58 0.19 0.07  -0.972
H: -3.05 -0.42 -0.50  0.470
H: -0.03 3.45 -0.50  0.468
O: 0.95 1.67 2.07  -0.978
H: 0.84 0.91 2.66  0.492
H: -2.06 -0.09 2.55  0.479
O: 0.00 3.93 0.35  -0.986
H: 1.42 1.38 1.29  0.485
H: 0.68 3.66 0.97  0.499
O: 0.29 -1.50 -3.41  -0.943
H: 2.47 -2.11 -0.19  0.474
H: -1.75 0.39 -0.37  0.498
O: 2.01 -2.40 -0.99  -1.045
H: 0.00 -4.36 0.94  0.458
H: 1.19 -1.30 -3.11  0.475
O: 1.37 -0.94 1.25  -1.048
H: 0.88 -1.74 1.05  0.484
H: 1.52 -0.34 0.48  0.511
O: -0.92 2.25 -1.49  -1.001
H: -0.26 1.55 -1.58  0.534
H: -1.05 2.74 -0.67  0.477
O: -0.04 -3.61 0.34  -0.979
H: 0.88 -3.40 0.07  0.497
H: 1.55 -1.47 -1.11  0.509
O: 1.34 0.17 -1.15  -1.274
H: 2.12 0.34 -1.69  0.431
O: -2.72 0.47 2.99  -0.960
H: 0.13 -2.17 -2.73  0.467
H: -2.91 1.10 2.28  0.481

Output
net charge: -1
HOMO energy: -6.027 eV
electronic energy: -763.83383 Ha
relative energy (zero: lowest compared OMol25 entry of this formula, charge and spin): 148.60 kJ/mol
gap between HOMO and LUMO: 9.1357 eV

***

Entry 3:
DFT (wB97M-V/def2-TZVPD) results for C29H25N5O2 in the gas phase at a distorted geometry.

Last column: natural (NBO) charge in e.
Geometry (Å):
C: 5.03 -4.22 0.20  -0.401
C: 5.11 -4.06 1.51  -0.181
C: 4.31 -3.08 2.32  -0.271
N: 3.26 -2.43 1.58  -0.607
C: 3.27 -1.11 1.30  0.683
O: 4.13 -0.35 1.69  -0.616
C: 2.10 -0.65 0.49  -0.321
C: 0.84 -0.99 0.84  -0.023
C: -0.40 -0.59 0.23  -0.365
C: -0.73 0.68 -0.30  0.508
N: -0.07 1.83 -0.04  -0.396
C: 0.74 2.02 1.15  -0.240
C: 0.20 1.33 2.38  -0.046
C: -1.17 1.28 2.63  -0.161
C: -1.65 0.65 3.76  -0.224
C: -0.77 0.08 4.67  -0.212
C: 0.59 0.15 4.44  -0.208
C: 1.08 0.77 3.30  -0.209
H: 2.14 0.82 3.12  0.231
H: 1.29 -0.29 5.14  0.216
H: -1.15 -0.42 5.55  0.215
H: -2.71 0.61 3.94  0.213
H: -1.86 1.73 1.93  0.201
H: 1.77 1.71 0.98  0.227
H: 0.76 3.10 1.35  0.228
C: -0.50 3.04 -0.73  -0.225
C: -0.75 2.86 -2.20  -0.009
C: 0.20 2.23 -3.01  -0.184
C: -0.03 2.09 -4.37  -0.201
C: -1.19 2.59 -4.94  -0.231
C: -2.12 3.23 -4.14  -0.219
C: -1.90 3.36 -2.78  -0.209
H: -2.64 3.86 -2.17  0.204
H: -3.03 3.63 -4.58  0.209
H: -1.36 2.48 -6.00  0.210
H: 0.71 1.60 -4.98  0.213
H: 1.10 1.85 -2.57  0.234
H: -1.40 3.44 -0.26  0.199
H: 0.31 3.77 -0.61  0.222
N: -1.82 0.83 -1.07  -0.554
C: -2.66 -0.15 -1.26  0.441
N: -2.54 -1.35 -0.60  -0.393
C: -3.48 -2.32 -0.72  0.062
C: -4.56 -2.16 -1.53  -0.283
C: -4.70 -0.95 -2.26  -0.143
C: -3.77 0.03 -2.12  -0.232
H: -3.82 0.96 -2.65  0.245
H: -5.55 -0.82 -2.91  0.225
H: -5.30 -2.94 -1.61  0.232
H: -3.28 -3.21 -0.14  0.255
C: -1.38 -1.63 0.19  0.661
O: -1.29 -2.72 0.73  -0.636
H: 0.71 -1.74 1.61  0.245
C: 2.41 0.16 -0.61  0.302
N: 2.69 0.76 -1.55  -0.340
H: 2.54 -3.02 1.18  0.407
H: 3.88 -3.59 3.19  0.202
H: 4.97 -2.28 2.68  0.251
H: 5.79 -4.66 2.10  0.202
H: 5.63 -4.94 -0.32  0.204
H: 4.37 -3.63 -0.41  0.195

Output
net charge: 0
HOMO energy: -8.132 eV
electronic energy: -1544.35604 Ha
relative energy (zero: lowest compared OMol25 entry of this formula, charge and spin): 46.39 kJ/mol
gap between HOMO and LUMO: 7.7234 eV

***

Entry 4:
DFT (wB97M-V/def2-TZVPD) results for 2 unconnected molecules or ions with the total composition C2H4ClN at a distorted geometry.

Last column: natural (NBO) charge in e.
Geometry (Å):
C: -1.05 -0.91 0.04  0.430
C: -0.51 -2.10 -0.06  -0.664
N: -1.35 0.27 -0.04  -0.642
Cl: 0.93 3.35 -0.12  -0.252
H: -0.59 -2.44 -1.10  0.243
H: -0.16 3.43 -0.70  0.252
H: 0.07 -2.75 0.61  0.255
H: -2.31 0.53 0.21  0.378

Output
net charge: 0
HOMO energy: -9.138 eV
electronic energy: -593.49417 Ha
relative energy (zero: lowest compared OMol25 entry of this formula, charge and spin): 123.34 kJ/mol
gap between HOMO and LUMO: 10.0172 eV

***

Entry 5:
DFT (wB97M-V/def2-TZVPD) results for a molecular structure, C20H36BF4N4O12Ti at a distorted geometry.

Last column: Löwdin spin population.
Geometry (Å):
Ti: 0.33 -2.71 4.60  2.815
B: 0.12 -1.71 1.85  0.036
F: 1.20 -2.37 1.28  0.009
F: -0.57 -0.98 0.88  0.001
F: -0.70 -2.63 2.54  0.050
F: 0.55 -0.76 2.81  0.033
C: 1.92 0.90 -0.30  0.000
O: 2.41 2.01 -1.04  0.000
C: 3.61 2.03 -1.58  0.000
O: 4.50 1.25 -1.37  0.000
O: 3.67 3.07 -2.41  0.000
C: 4.94 3.41 -2.96  0.000
H: 0.86 1.06 -0.18  0.000
H: 2.41 0.91 0.68  0.000
H: 2.20 -0.07 -0.70  0.000
H: 4.86 3.51 -4.03  0.000
H: 5.74 2.75 -2.63  0.000
H: 5.22 4.36 -2.49  0.000
C: -1.88 -0.85 -1.96  0.000
O: -1.18 0.40 -1.94  0.000
C: -0.51 0.69 -3.06  0.000
O: -0.34 -0.04 -4.00  0.000
O: -0.05 1.92 -2.94  0.000
C: 0.98 2.31 -3.84  0.000
H: -2.75 -0.67 -1.33  0.000
H: -1.27 -1.62 -1.50  0.000
H: -2.20 -1.15 -2.96  0.000
H: 1.83 1.63 -3.72  0.000
H: 1.29 3.32 -3.59  0.000
H: 0.65 2.24 -4.87  0.000
C: -3.71 -1.10 2.06  0.000
O: -4.43 0.13 2.17  0.000
C: -4.84 0.71 1.04  0.000
O: -4.78 0.22 -0.04  0.000
O: -5.36 1.87 1.39  0.000
C: -5.87 2.64 0.30  0.000
H: -3.09 -1.00 1.17  0.000
H: -4.39 -1.95 1.98  0.000
H: -3.07 -1.23 2.93  0.000
H: -6.42 2.05 -0.43  0.000
H: -5.08 3.05 -0.32  0.000
H: -6.50 3.43 0.71  0.000
C: 2.18 -1.76 -3.03  0.000
O: 2.51 -2.70 -2.00  0.000
C: 3.62 -2.47 -1.25  0.000
O: 4.31 -1.50 -1.37  0.000
O: 3.85 -3.48 -0.44  0.000
C: 2.90 -4.46 -0.10  0.000
H: 2.05 -0.79 -2.57  0.000
H: 1.26 -2.13 -3.47  0.000
H: 2.95 -1.76 -3.80  0.000
H: 3.39 -5.18 0.55  0.000
H: 2.56 -5.01 -0.98  0.000
H: 2.00 -4.03 0.35  0.000
C: -1.74 1.10 3.94  0.002
C: -1.67 -0.16 4.68  0.016
N: -1.53 -1.13 5.27  0.029
H: -0.97 1.03 3.17  0.001
H: -1.60 1.98 4.56  0.000
H: -2.69 1.17 3.40  0.000
C: 1.77 1.83 4.76  0.003
C: 1.68 2.63 3.54  0.000
N: 1.55 3.28 2.61  0.000
H: 1.85 2.43 5.67  0.000
H: 2.62 1.17 4.62  0.001
H: 0.90 1.17 4.85  0.002
C: -1.80 2.12 0.70  0.000
C: -2.29 3.03 -0.34  0.000
N: -2.66 3.75 -1.15  0.000
H: -1.89 1.09 0.36  0.000
H: -2.30 2.33 1.65  0.000
H: -0.74 2.28 0.89  0.000
C: -0.24 -4.16 -0.88  0.000
C: -0.65 -5.16 -1.85  0.000
N: -0.94 -5.95 -2.64  0.000
H: 0.53 -4.48 -0.18  0.000
H: -1.14 -3.91 -0.31  0.000
H: 0.07 -3.25 -1.39  0.000

Output
spin multiplicity: 4
net charge: 0
HOMO energy (spin up / spin down): -7.735 / -10.168 eV
electronic energy: -3179.48432 Ha
gap between HOMO and LUMO (spin up / spin down): 6.5059 / 9.1270 eV

***

Entry 6:
DFT (wB97M-V/def2-TZVPD) results for a molecular structure, C34H25IrN4O7 at a distorted geometry.

Last column: Löwdin charge in e.
Geometry (Å):
Ir: -0.14 0.12 -0.91  1.515
C: 0.74 1.45 -3.90  -0.041
O: 0.08 0.38 -3.25  -0.176
C: -1.02 -0.19 -3.83  -0.226
C: -1.58 0.15 -5.04  -0.007
C: -2.66 -0.57 -5.54  -0.073
C: -3.15 -1.66 -4.83  -0.080
C: -2.59 -2.01 -3.61  0.004
C: -1.54 -1.25 -3.09  -0.195
N: -0.92 -1.48 -1.88  -0.114
N: -1.06 -2.58 -1.26  0.127
C: -0.16 -3.04 -0.39  -0.142
C: 1.08 -2.34 -0.10  -0.316
O: 1.39 -1.20 -0.61  -0.173
C: 2.00 -2.97 0.77  -0.003
C: 1.76 -4.19 1.32  0.007
C: 0.55 -4.89 1.08  -0.170
C: 0.28 -6.15 1.66  -0.036
C: -0.90 -6.79 1.43  -0.088
C: -1.88 -6.20 0.62  -0.074
C: -1.64 -4.98 0.04  -0.023
C: -0.43 -4.31 0.25  -0.097
H: 1.03 1.18 -4.92  0.104
H: 1.64 1.65 -3.32  0.092
H: 0.11 2.34 -3.92  0.110
H: -1.20 0.99 -5.62  0.111
H: -3.11 -0.28 -6.48  0.105
H: -3.97 -2.24 -5.23  0.104
H: -2.95 -2.84 -3.03  0.110
H: 2.92 -2.44 0.97  0.120
H: 2.51 -4.64 1.96  0.120
H: 1.04 -6.60 2.29  0.112
H: -1.09 -7.76 1.88  0.101
H: -2.82 -6.71 0.46  0.103
H: -2.39 -4.51 -0.59  0.102
O: -1.84 1.14 -1.24  -0.206
C: -2.17 2.38 -1.02  -0.331
C: -3.53 2.73 -1.18  -0.007
C: -3.98 4.00 -0.93  -0.087
C: -3.09 5.00 -0.53  -0.104
C: -1.76 4.69 -0.37  -0.044
C: -1.27 3.40 -0.62  -0.106
C: 0.14 3.12 -0.40  -0.263
N: 0.78 1.97 -0.60  -0.049
C: 2.10 2.17 -0.29  -0.110
C: 2.28 3.45 0.11  -0.062
N: 1.04 4.04 0.02  0.135
H: -4.21 1.95 -1.49  0.115
H: -5.03 4.24 -1.04  0.102
H: -3.44 6.00 -0.33  0.096
H: -1.08 5.47 -0.06  0.099
H: 2.81 1.36 -0.37  0.114
H: 3.15 3.99 0.43  0.114
H: 0.82 4.98 0.28  0.147
O: -0.93 2.08 1.85  0.061
C: -0.17 1.13 2.00  -0.583
O: -0.14 0.04 1.31  -0.113
C: 0.92 1.24 3.05  -0.125
C: 0.90 2.32 3.91  -0.021
C: 1.95 2.56 4.80  0.015
C: 2.99 1.68 4.78  -0.211
O: 4.15 1.71 5.51  0.029
C: 4.85 0.51 5.19  -0.153
O: 4.15 -0.15 4.15  0.026
C: 3.00 0.57 3.95  -0.192
C: 1.97 0.32 3.07  0.074
H: 0.05 2.99 3.86  0.116
H: 1.94 3.41 5.48  0.117
H: 4.90 -0.13 6.08  0.136
H: 5.86 0.75 4.86  0.135
H: 1.96 -0.54 2.41  0.113

Output
net charge: 0
HOMO energy: -7.196 eV
electronic energy: -2160.66100 Ha
relative energy (zero: lowest compared OMol25 entry of this formula, charge and spin): 217.75 kJ/mol
gap between HOMO and LUMO: 6.1017 eV